Formula: CH5ClP2
Source: the OMol25 dataset
Level of theory: ωB97M-V/def2-TZVPD

## Properties
* energy above the lowest of the compared OMol25 structures with the same formula, charge and spin: 267.43 kJ/mol
* E_HOMO (alpha / beta): -8.1 / -8.6 eV
* calculated total energy: -1183.8372 Eh
* LUMO (alpha / beta): -1.03 / -0.44 eV

```
! wB97M-V def2-TZVPD RIJCOSX def2/J DEFGRID3
* xyz 0 1
Cl 0.606 -1.235 1.718
P -1.711 0.722 -0.379
P 1.986 0.109 -0.316
C 0.605 -1.000 0.024
H 0.102 -1.745 -0.500
H -2.924 0.164 0.397
H -1.509 1.653 0.764
H 1.144 1.138 0.045
H 1.701 0.192 -1.753
*
```